Record 1
ORCA calculation (wB97M-V/def2-TZVPD) on a structure of composition C52H51N5O5PSbV in a non-equilibrium geometry.

Computed properties:
total charge: -2
LUMO energy (alpha / beta): 0.14194 / 0.14189 Ha
spin multiplicity: 4

Last column: Löwdin spin population.
Cartesian coordinates (Å):
V: 0.965 -0.233 0.197  2.74
C: 1.943 -3.012 2.462  0.00
C: 1.826 -1.923 3.483  0.00
C: 1.907 -2.244 4.849  0.00
C: 1.856 -1.247 5.783  0.00
C: 1.729 0.065 5.350  0.00
C: 1.591 0.309 3.984  0.00
N: 1.635 -0.670 3.080  0.01
Sb: 1.523 2.478 3.665  0.00
C: -0.504 3.074 3.064  0.00
C: -1.233 3.887 3.934  0.00
C: -2.440 4.402 3.477  0.00
C: -2.824 4.182 2.180  0.00
C: -2.006 3.398 1.342  0.00
C: -2.294 3.184 -0.114  0.00
N: -0.922 2.817 1.831  0.00
C: 2.567 2.945 1.834  0.00
C: 3.836 3.502 2.022  0.00
C: 4.549 3.875 0.894  0.00
C: 3.971 3.717 -0.347  0.00
C: 2.686 3.180 -0.449  0.00
C: 1.985 3.022 -1.761  0.00
N: 2.017 2.790 0.641  0.00
H: 2.971 -3.384 2.449  0.00
H: 1.680 -2.682 1.454  0.00
H: 1.285 -3.848 2.711  0.00
H: 2.009 -3.284 5.138  0.00
H: 1.912 -1.474 6.842  0.00
H: 1.730 0.887 6.054  0.00
H: -0.866 4.101 4.930  0.00
H: -3.075 4.977 4.143  0.00
H: -3.737 4.609 1.783  0.00
H: -2.406 2.120 -0.362  0.00
H: -1.433 3.507 -0.700  0.00
H: -3.173 3.737 -0.444  0.00
H: 4.255 3.610 3.014  0.00
H: 5.551 4.279 0.986  0.00
H: 4.495 4.001 -1.252  0.00
H: 2.688 3.049 -2.594  0.00
H: 1.264 3.835 -1.888  0.00
H: 1.432 2.079 -1.796  0.00
C: -0.177 0.413 -1.308  -0.03
C: -1.098 0.558 -2.116  0.07
C: -2.271 0.689 -2.954  0.01
C: -2.711 1.924 -3.445  0.01
C: -3.901 2.115 -4.240  0.01
C: -4.295 3.360 -4.695  0.00
C: -3.567 4.525 -4.429  0.01
C: -2.383 4.366 -3.692  0.00
C: -1.962 3.138 -3.228  0.01
C: -3.013 -0.563 -3.264  0.00
C: -2.371 -1.653 -3.870  0.00
C: -3.039 -2.837 -4.160  0.00
C: -4.390 -2.981 -3.854  0.00
C: -5.051 -1.920 -3.241  0.00
C: -4.370 -0.741 -2.949  0.00
H: -4.507 1.254 -4.492  0.00
H: -5.206 3.426 -5.286  0.00
H: -3.886 5.492 -4.795  0.00
H: -1.765 5.236 -3.481  0.00
H: -1.030 3.050 -2.688  0.00
H: -1.315 -1.548 -4.098  0.00
H: -2.500 -3.655 -4.622  0.00
H: -4.912 -3.904 -4.077  0.00
H: -6.096 -2.019 -2.964  0.00
H: -4.890 0.082 -2.468  0.00
O: 2.966 0.332 -2.614  0.00
C: 3.566 0.362 -1.571  0.01
C: 5.073 0.551 -1.522  0.00
C: 5.408 0.489 -0.048  0.00
C: 4.055 0.402 0.626  0.01
O: 3.960 0.446 1.852  0.01
N: 3.016 0.254 -0.262  0.02
H: 5.306 1.514 -1.981  0.00
H: 5.525 -0.234 -2.130  0.00
H: 5.937 1.358 0.344  0.00
H: 5.976 -0.401 0.231  0.00
C: -2.037 -5.070 -0.101  0.00
C: -0.713 -5.506 -0.126  0.00
C: 0.332 -4.602 -0.290  0.00
C: 0.101 -3.219 -0.433  0.01
C: -1.240 -2.803 -0.416  0.01
C: -2.279 -3.709 -0.252  0.00
N: 1.140 -2.277 -0.527  0.02
C: 2.219 -2.693 -1.319  0.00
C: 3.535 -2.608 -0.841  0.00
C: 4.625 -2.961 -1.635  0.00
C: 4.436 -3.425 -2.930  0.00
C: 3.129 -3.524 -3.415  0.00
C: 2.047 -3.168 -2.627  0.00
H: -2.855 -5.772 0.013  0.00
H: -0.488 -6.562 -0.018  0.00
H: 1.355 -4.962 -0.306  0.00
H: -1.454 -1.752 -0.581  0.00
H: -3.298 -3.338 -0.279  0.00
H: 3.695 -2.248 0.169  0.00
H: 5.628 -2.884 -1.227  0.00
H: 5.281 -3.694 -3.553  0.00
H: 2.955 -3.863 -4.430  0.00
H: 1.036 -3.219 -3.017  0.00
C: -3.856 0.197 1.182  0.00
O: -2.460 0.103 0.966  0.00
P: -1.213 -0.050 1.963  0.02
O: -2.036 0.395 3.350  0.00
C: -1.538 0.179 4.652  0.00
O: -1.060 -1.638 2.209  0.01
C: -2.082 -2.539 2.613  0.00
H: -4.343 -0.460 0.462  0.00
H: -4.174 1.224 0.991  0.00
H: -4.138 -0.077 2.198  0.00
H: -2.396 0.121 5.322  0.00
H: -0.903 1.006 4.976  0.00
H: -0.964 -0.750 4.726  0.00
H: -2.121 -3.354 1.890  0.00
H: -3.059 -2.060 2.665  0.00
H: -1.833 -2.936 3.599  0.00



Record 2
ORCA calculation (wB97M-V/def2-TZVPD) on a cluster of 7 separate species, C52H52BrIN2O2 in total in a non-equilibrium geometry.

Computed properties:
total charge: 0
LUMO energy: 0.00065 Ha

Last column: Mulliken charge in e.
Cartesian coordinates (Å):
C: 1.122 3.218 0.295  -1.12
C: 2.034 1.943 0.244  -0.51
I: 2.739 1.761 -1.793  0.07
C: 1.187 0.758 0.758  -1.10
C: 1.887 -0.639 0.791  1.40
C: 3.368 -0.423 1.015  -0.72
N: 4.507 -0.256 1.118  -0.59
C: 1.771 -1.504 -0.503  -0.33
C: 0.376 -1.545 -1.164  0.08
O: -0.313 -2.495 -0.971  -0.45
Br: -0.343 -0.172 -2.351  0.02
C: 1.393 -1.380 2.080  0.71
C: 2.208 -2.615 2.340  -0.44
N: 2.588 -3.712 2.322  -0.64
C: -0.134 -1.633 2.117  -0.80
O: -0.749 -0.976 3.250  -0.60
C: -1.928 -0.398 2.801  0.00
C: -3.011 -1.147 2.377  -0.02
C: -4.186 -0.576 1.877  -0.66
C: -4.249 0.803 1.805  -0.81
C: -3.147 1.594 2.257  -0.50
C: -2.007 0.997 2.739  0.08
H: 1.447 3.993 -0.405  0.44
H: 0.070 2.926 0.174  0.22
H: 1.224 3.656 1.305  0.32
H: 2.901 2.176 0.869  0.63
H: 0.946 1.007 1.810  0.20
H: 0.214 0.743 0.246  0.35
H: 2.536 -1.183 -1.225  0.53
H: 2.026 -2.546 -0.256  0.42
H: 1.637 -0.702 2.917  0.73
H: -0.287 -2.722 2.182  0.39
H: -0.623 -1.239 1.221  0.55
H: -2.959 -2.239 2.405  0.42
H: -5.023 -1.174 1.516  0.46
H: -5.110 1.340 1.403  0.46
H: -3.161 2.684 2.194  0.48
H: -1.129 1.560 3.068  0.44
C: -3.384 0.854 -7.703  -0.55
C: -3.448 -0.492 -7.364  -0.31
C: -2.834 -0.946 -6.205  -0.72
C: -2.152 -0.056 -5.387  0.06
C: -2.081 1.288 -5.730  -0.13
C: -2.698 1.743 -6.888  -0.41
H: -3.869 1.209 -8.604  0.45
H: -3.978 -1.187 -8.004  0.36
H: -2.886 -1.995 -5.939  0.37
H: -1.674 -0.408 -4.480  -0.03
H: -1.544 1.982 -5.094  0.38
H: -2.644 2.791 -7.154  0.38
C: -5.962 1.629 5.907  -0.60
C: -5.927 2.140 7.198  -0.37
C: -4.806 1.943 7.992  -0.37
C: -3.722 1.231 7.497  -0.53
C: -3.762 0.714 6.209  -0.26
C: -4.880 0.914 5.409  -0.02
H: -6.835 1.789 5.287  0.38
H: -6.774 2.692 7.585  0.36
H: -4.778 2.343 8.998  0.36
H: -2.847 1.079 8.116  0.37
H: -2.917 0.154 5.825  0.41
H: -4.896 0.508 4.406  0.29
C: -4.382 4.606 -1.145  -0.61
C: -3.569 4.850 -0.047  -0.05
C: -3.987 5.727 0.946  -0.52
C: -5.217 6.362 0.838  -0.37
C: -6.026 6.124 -0.265  -0.45
C: -5.609 5.245 -1.256  -0.40
H: -4.059 3.917 -1.916  0.42
H: -2.608 4.356 0.036  0.44
H: -3.354 5.915 1.805  0.38
H: -5.544 7.044 1.613  0.37
H: -6.982 6.624 -0.352  0.36
H: -6.242 5.058 -2.115  0.42
C: 6.109 -5.250 1.427  -0.47
C: 5.869 -3.929 1.778  0.06
C: 6.928 -3.038 1.900  -0.46
C: 8.228 -3.472 1.674  -0.39
C: 8.468 -4.796 1.332  -0.18
C: 7.409 -5.685 1.207  -0.61
H: 5.282 -5.942 1.327  0.40
H: 4.856 -3.593 1.956  0.21
H: 6.739 -2.007 2.170  0.35
H: 9.054 -2.777 1.767  0.34
H: 9.483 -5.135 1.162  0.35
H: 7.597 -6.717 0.938  0.36
C: -8.702 1.391 -9.062  -0.41
C: -7.505 0.977 -8.493  -0.31
C: -7.005 1.628 -7.374  -0.26
C: -7.700 2.698 -6.826  -0.50
C: -8.892 3.118 -7.400  -0.38
C: -9.394 2.464 -8.517  -0.37
H: -9.095 0.879 -9.931  0.36
H: -6.961 0.143 -8.922  0.38
H: -6.073 1.302 -6.928  0.35
H: -7.311 3.205 -5.951  0.45
H: -9.431 3.956 -6.975  0.35
H: -10.325 2.791 -8.963  0.35
C: 14.774 -4.599 2.648  -0.30
C: 14.458 -5.602 3.554  -0.41
C: 13.137 -5.993 3.724  -0.43
C: 12.131 -5.379 2.992  -0.28
C: 12.446 -4.369 2.092  -0.05
C: 13.767 -3.980 1.919  -0.55
H: 15.805 -4.298 2.510  0.35
H: 15.242 -6.080 4.127  0.35
H: 12.891 -6.778 4.429  0.36
H: 11.100 -5.685 3.123  0.38
H: 11.661 -3.884 1.524  0.24
H: 14.013 -3.194 1.216  0.35



Record 3
ORCA calculation (wB97M-V/def2-TZVPD) on a structure of composition C52H53CsGeN8OS2SbSe4Te in a non-equilibrium geometry.

Computed properties:
total charge: -2
energy relative to the best compared isomer or geometry (same formula, charge and spin): 19.38 kcal/mol
LUMO energy (alpha / beta): 0.11983 / 0.10145 Ha
spin multiplicity: 2

Last column: Löwdin spin population.
Cartesian coordinates (Å):
Cs: 1.012 0.071 -0.024  0.00
C: 3.239 1.704 -4.212  0.00
S: 2.924 3.239 -3.315  0.00
C: 1.408 2.953 -2.403  0.00
S: 0.385 1.620 -2.722  0.00
N: 1.157 3.957 -1.615  0.00
N: 0.188 3.835 -0.690  0.00
C: -0.502 4.890 -0.502  0.00
C: -1.529 4.998 0.550  0.00
C: -2.311 6.157 0.603  0.00
C: -3.280 6.286 1.583  0.00
C: -3.442 5.266 2.507  0.00
C: -2.624 4.151 2.384  0.00
N: -1.699 4.007 1.437  0.00
H: 4.311 1.513 -4.168  0.00
H: 2.911 1.783 -5.250  0.00
H: 2.696 0.893 -3.734  0.00
H: -0.346 5.761 -1.137  0.00
H: -2.143 6.940 -0.128  0.00
H: -3.897 7.176 1.635  0.00
H: -4.184 5.324 3.293  0.00
H: -2.715 3.320 3.083  0.00
C: -1.986 -2.884 -1.312  0.00
C: -1.771 -3.443 0.067  0.00
C: -1.075 -4.634 0.254  0.00
C: -0.918 -5.132 1.531  0.00
C: -1.444 -4.418 2.600  0.00
C: -2.073 -3.205 2.340  0.00
N: -2.255 -2.743 1.099  0.00
Sb: -2.738 -2.006 4.016  0.00
C: -0.845 -1.046 4.487  0.00
C: 0.040 -1.566 5.425  0.00
C: 1.216 -0.867 5.686  0.00
C: 1.460 0.325 5.030  0.00
C: 0.508 0.809 4.131  0.00
C: 0.672 2.132 3.434  0.00
N: -0.613 0.122 3.863  0.00
C: -3.523 -0.301 2.968  0.00
C: -4.604 0.383 3.520  0.00
C: -5.151 1.441 2.802  0.00
C: -4.615 1.760 1.569  0.00
C: -3.524 1.030 1.088  0.00
C: -2.915 1.317 -0.248  0.00
N: -2.989 0.030 1.790  0.00
H: -2.600 -3.561 -1.910  0.00
H: -1.029 -2.764 -1.828  0.00
H: -2.487 -1.919 -1.252  0.00
H: -0.642 -5.152 -0.592  0.00
H: -0.358 -6.043 1.692  0.00
H: -1.326 -4.768 3.620  0.00
H: -0.173 -2.507 5.918  0.00
H: 1.933 -1.254 6.400  0.00
H: 2.375 0.884 5.199  0.00
H: 0.794 2.932 4.171  0.00
H: -0.188 2.346 2.806  0.00
H: 1.567 2.124 2.811  0.00
H: -5.003 0.089 4.484  0.00
H: -5.998 1.995 3.192  0.00
H: -5.040 2.552 0.965  0.00
H: -3.661 1.715 -0.940  0.00
H: -2.502 0.404 -0.667  0.00
H: -2.101 2.047 -0.155  0.00
Se: 1.180 -2.041 -4.555  0.44
Se: 1.578 -4.031 -3.601  0.39
Te: 1.679 -3.459 -1.140  0.12
Se: 1.908 -5.705 -0.205  0.01
C: 4.397 -1.730 1.927  0.00
Ge: 4.057 0.178 1.301  0.00
C: 5.578 0.267 -0.025  0.00
C: 5.730 -0.749 -0.982  0.00
C: 6.709 -0.686 -1.972  0.00
C: 7.565 0.409 -2.037  0.00
C: 7.428 1.434 -1.107  0.00
C: 6.446 1.362 -0.122  0.00
C: 4.939 1.224 2.845  0.00
C: 4.297 2.379 3.236  0.00
C: 4.596 3.064 4.441  0.00
C: 5.555 2.585 5.286  0.00
C: 6.325 1.452 4.908  0.00
C: 7.384 0.977 5.727  0.00
C: 8.168 -0.069 5.327  0.00
C: 7.946 -0.672 4.066  0.00
C: 6.920 -0.247 3.268  0.00
C: 6.044 0.801 3.672  0.00
H: 5.399 -2.099 1.682  0.00
H: 3.687 -2.407 1.442  0.00
H: 4.253 -1.821 3.010  0.00
H: 5.069 -1.613 -0.953  0.00
H: 6.799 -1.489 -2.695  0.00
H: 8.329 0.461 -2.804  0.00
H: 8.086 2.295 -1.153  0.00
H: 6.355 2.176 0.593  0.00
H: 3.517 2.779 2.599  0.00
H: 4.036 3.956 4.706  0.00
H: 5.757 3.064 6.239  0.00
H: 7.573 1.472 6.675  0.00
H: 8.973 -0.423 5.961  0.00
H: 8.595 -1.475 3.733  0.00
H: 6.766 -0.687 2.292  0.00
C: 1.188 -2.818 2.537  0.00
O: 0.606 -2.038 1.483  0.00
H: 0.424 -3.304 3.138  0.00
H: 1.822 -2.203 3.178  0.00
H: 1.793 -3.597 2.076  0.00
H: -0.080 -1.480 1.874  0.00
C: -1.709 1.070 -5.454  0.00
N: -2.208 2.241 -4.751  0.00
C: -3.370 2.299 -4.050  0.00
Se: -4.701 1.048 -3.888  0.00
N: -3.416 3.545 -3.506  0.00
C: -2.284 4.287 -3.846  0.00
C: -1.897 5.583 -3.551  0.00
C: -0.678 6.006 -4.060  0.00
C: 0.116 5.155 -4.830  0.00
C: -0.292 3.866 -5.138  0.00
C: -1.512 3.450 -4.635  0.00
H: -2.497 0.324 -5.476  0.00
H: -0.838 0.671 -4.936  0.00
H: -1.431 1.349 -6.472  0.00
H: -4.138 3.807 -2.864  0.00
H: -2.514 6.221 -2.928  0.00
H: -0.322 7.005 -3.840  0.00
H: 1.091 5.491 -5.158  0.00
H: 0.341 3.195 -5.706  0.00



Record 4
ORCA calculation (wB97M-V/def2-TZVPD) on a structure of composition C52H54F6N8O2P2Sn in a non-equilibrium geometry.

Computed properties:
total charge: +3
energy relative to the best compared isomer or geometry (same formula, charge and spin): 0.00 kcal/mol
LUMO energy (alpha / beta): -0.24311 / -0.36882 Ha
spin multiplicity: 2

Last column: Löwdin spin population.
Cartesian coordinates (Å):
Sn: 14.191 13.535 15.943  0.00
C: 15.187 19.187 16.925  0.00
N: 14.396 17.956 16.758  0.00
C: 14.907 16.678 16.707  0.01
N: 13.957 15.769 16.829  0.00
C: 12.754 16.492 17.065  0.00
C: 13.055 17.829 17.066  0.00
C: 12.280 19.013 17.501  0.00
C: 12.455 19.414 18.850  0.00
C: 11.767 20.514 19.332  0.00
C: 10.984 21.267 18.488  0.00
C: 10.760 20.847 17.196  0.00
C: 11.384 19.689 16.702  0.00
C: 11.496 15.866 17.633  0.00
C: 10.228 16.178 17.137  0.00
C: 9.057 15.858 17.868  0.00
C: 9.176 15.240 19.088  0.00
C: 10.433 14.819 19.548  0.00
C: 11.593 15.125 18.860  0.00
P: 16.675 16.361 16.290  0.01
C: 16.523 15.753 14.596  0.11
N: 16.138 14.549 14.264  -0.01
C: 16.413 14.421 12.917  0.12
C: 17.005 15.631 12.432  0.16
N: 17.039 16.456 13.525  0.02
C: 17.571 17.811 13.553  0.00
C: 17.547 16.012 11.142  0.03
C: 18.557 15.199 10.575  0.03
C: 19.121 15.516 9.371  0.00
C: 18.750 16.688 8.739  0.03
C: 17.710 17.495 9.258  0.00
C: 17.123 17.169 10.457  0.02
C: 16.070 13.253 12.141  0.11
C: 15.841 12.012 12.772  0.06
C: 15.454 10.905 12.027  0.02
C: 15.267 11.104 10.651  0.15
C: 15.452 12.292 9.991  0.01
C: 15.881 13.367 10.722  0.10
C: 16.870 14.731 17.171  0.00
N: 16.059 13.724 17.069  0.00
C: 16.460 12.751 18.004  0.00
C: 17.591 13.218 18.643  0.00
N: 17.815 14.475 18.092  0.00
C: 18.807 15.398 18.644  0.00
C: 18.328 12.601 19.762  0.00
C: 19.128 11.475 19.562  0.00
C: 19.778 10.927 20.660  0.00
C: 19.491 11.424 21.927  0.00
C: 18.705 12.556 22.145  0.00
C: 18.126 13.157 21.029  0.00
C: 15.718 11.483 18.162  0.00
C: 15.470 10.668 17.023  0.00
C: 14.621 9.579 17.115  0.00
C: 14.112 9.199 18.345  0.00
C: 14.395 9.972 19.483  0.00
C: 15.151 11.129 19.401  0.00
H: 16.008 19.016 17.605  0.00
H: 15.608 19.557 15.985  0.00
H: 14.625 20.046 17.303  0.00
H: 13.107 18.877 19.548  0.00
H: 11.858 20.839 20.353  0.00
H: 10.441 22.159 18.813  0.00
H: 10.151 21.497 16.580  0.00
H: 11.287 19.306 15.698  0.00
H: 10.148 16.705 16.229  0.00
H: 8.113 16.121 17.430  0.00
H: 8.272 14.993 19.670  0.00
H: 10.447 14.313 20.511  0.00
H: 12.580 14.825 19.179  0.00
H: 18.362 17.852 12.820  0.00
H: 16.846 18.519 13.207  0.00
H: 17.988 18.103 14.515  0.00
H: 18.883 14.279 11.061  0.00
H: 19.936 14.880 8.983  0.00
H: 19.262 17.009 7.858  0.00
H: 17.428 18.371 8.676  0.00
H: 16.366 17.851 10.821  0.00
H: 15.980 11.919 13.857  0.00
H: 15.221 9.930 12.479  0.00
H: 14.854 10.275 10.115  0.01
H: 15.297 12.428 8.953  0.00
H: 15.997 14.310 10.200  0.00
H: 19.128 14.994 19.604  0.00
H: 19.652 15.556 17.991  0.00
H: 18.316 16.320 18.944  0.00
H: 19.243 11.080 18.577  0.00
H: 20.451 10.104 20.512  0.00
H: 19.955 11.011 22.810  0.00
H: 18.505 12.905 23.142  0.00
H: 17.472 14.033 21.198  0.00
H: 16.004 10.895 16.089  0.00
H: 14.438 8.925 16.262  0.00
H: 13.594 8.271 18.426  0.00
H: 13.944 9.693 20.441  0.00
H: 15.265 11.812 20.236  0.00
O: 12.756 12.454 17.783  0.00
H: 12.993 11.697 18.371  0.00
H: 12.046 12.937 18.233  0.00
O: 13.317 15.094 13.727  0.00
H: 12.924 14.320 13.257  0.00
H: 12.565 15.657 13.955  0.00
N: 8.148 12.081 12.693  0.00
C: 7.569 11.133 13.735  0.00
C: 8.071 11.570 15.115  0.00
N: 7.957 13.015 15.420  0.00
C: 8.567 13.873 14.389  0.00
C: 8.008 13.588 12.970  0.00
H: 7.702 11.851 11.801  0.00
H: 9.132 11.814 12.589  0.00
H: 7.957 10.119 13.436  0.00
H: 6.491 11.164 13.683  0.00
H: 9.124 11.230 15.202  0.00
H: 7.552 10.994 15.872  0.00
H: 7.000 13.244 15.609  0.00
H: 9.648 13.730 14.436  0.00
H: 8.405 14.926 14.632  0.00
H: 8.459 14.120 12.140  0.00
H: 6.941 13.815 12.992  0.00
F: 13.181 12.492 12.968  0.00
P: 11.892 11.441 13.165  0.00
F: 12.210 10.749 11.719  0.00
F: 11.536 12.082 14.601  0.00
F: 10.569 10.478 13.293  0.00
F: 12.819 10.402 13.863  0.00
F: 10.965 12.553 12.418  0.00